1) # H2LiO

H2LiO as an isolated structure (ωB97M-V/def2-TZVPD, the Open Molecules 2025 dataset).

The value obtained for the molecular weight is 24.956 g mol⁻¹. Its orbital gap is 8.53 eV. The calculation puts the highest occupied orbital energy at -14.355 eV. Its total charge is +1.

Structure (XYZ):
```
4
H2LiO, DFT ωB97M-V/def2-TZVPD
O -0.041 0.625 0.740
Li 0.468 -2.325 -3.281
H 0.456 0.613 1.589
H -0.883 1.087 0.951
```

Charges in e, computed with natural (NBO), in the same order as the atoms:
1 O -0.9623
2 Li 0.9999
3 H 0.4819
4 H 0.4804


2) # H2LiO

H2LiO as an isolated structure (ωB97M-V/def2-TZVPD, the Open Molecules 2025 dataset).

The value obtained for the molecular weight is 24.956 g mol⁻¹. Its orbital gap is 8.81 eV. The calculation puts the highest occupied orbital energy at -15.171 eV. Its total charge is +1.

Structure (XYZ):
```
4
H2LiO, DFT ωB97M-V/def2-TZVPD
O 0.845 0.179 0.962
Li -2.151 0.156 -1.982
H 0.307 0.449 0.184
H 0.998 -0.784 0.836
```

Charges in e, computed with natural (NBO), in the same order as the atoms:
1 O -0.9051
2 Li 0.9993
3 H 0.4289
4 H 0.4769


The most stable of them is 1).


1) # C4H9NO

A 2-piece molecular cluster, C4H9NO overall (ωB97M-V/def2-TZVPD, the Open Molecules 2025 dataset).

The value obtained for the molecular weight is 87.122 g mol⁻¹. The spin multiplicity is 2. Its orbital gap (alpha / beta) is 8.58 / 5.11 eV. The calculation puts the highest occupied orbital energy (alpha / beta) at -14.211 / -14.211 eV. As for the expectation value of S²: 0.76. Its total charge is +1.

Structure (XYZ):
```
15
C4H9NO, DFT ωB97M-V/def2-TZVPD
O 1.649 4.238 1.585
N 0.478 -1.276 1.366
C -0.633 -1.142 -0.951
C 0.211 -1.547 -0.035
C -0.033 -0.180 1.859
C -0.681 -1.455 -2.464
H -0.245 -0.486 -2.916
H 1.116 3.386 1.692
H -1.682 -1.722 -2.778
H -0.633 0.559 1.505
H -1.765 -0.726 -0.613
H 0.164 -0.145 2.873
H -0.067 -2.279 -2.709
H 1.041 4.834 1.919
H 1.082 -2.058 -0.334
```

These are the natural (NBO) partial charges, in e, on atoms 1 to 8:
1 O -0.9059
2 N -0.3059
3 C 0.0823
4 C 0.0909
5 C 0.1223
6 C -0.6682
7 H 0.2930
8 H 0.4419


2) # C4H9NO

A 2-piece molecular cluster, C4H9NO overall (ωB97M-V/def2-TZVPD, the Open Molecules 2025 dataset).

The value obtained for the molecular weight is 87.122 g mol⁻¹. The spin multiplicity is 2. Its orbital gap (alpha / beta) is 8.40 / 4.38 eV. The calculation puts the highest occupied orbital energy (alpha / beta) at -14.016 / -13.844 eV. As for the expectation value of S²: 0.76. Its total charge is +1.

Structure (XYZ):
```
15
C4H9NO, DFT ωB97M-V/def2-TZVPD
O -0.818 2.813 -0.385
N 0.614 -0.426 -0.561
C 1.696 -0.750 1.564
C 0.442 -1.025 0.757
C -1.830 2.384 -0.898
C -0.198 -0.827 -1.483
H -2.847 2.922 -0.803
H -0.938 -1.622 -1.305
H 1.834 0.383 1.674
H 0.237 -2.109 0.673
H 1.694 -1.172 2.553
H 2.550 -1.095 1.023
H -0.139 -0.407 -2.511
H -0.418 -0.521 1.237
H -1.882 1.452 -1.535
```

These are the natural (NBO) partial charges, in e, on atoms 1 to 8:
1 O -0.4710
2 N 0.0813
3 C -0.6209
4 C -0.2874
5 C 0.2798
6 C -0.0093
7 H 0.1488
8 H 0.2733


The most stable of them is 2).


1) # C3H8ClN2

A 2-piece molecular cluster, C3H8ClN2 overall (ωB97M-V/def2-TZVPD, the Open Molecules 2025 dataset).

The value obtained for the molecular weight is 107.564 g mol⁻¹. Its orbital gap (alpha / beta) is 8.10 / 8.92 eV. The calculation puts the highest occupied orbital energy (alpha / beta) at -14.554 / -14.586 eV. Its total charge is +1.

Structure (XYZ):
```
14
C3H8ClN2, DFT ωB97M-V/def2-TZVPD
Cl -2.161 -0.549 2.160
N -0.679 1.065 -0.678
N -0.067 -1.553 0.898
C -0.005 2.049 -0.010
C 1.008 -1.636 -0.006
C -0.904 -0.601 1.013
H 1.960 -2.178 0.446
H 1.264 -0.491 -0.210
H -1.697 0.950 -0.736
H -0.346 2.452 0.953
H -0.029 2.964 -0.594
H 0.763 -2.185 -0.841
H 1.007 1.640 0.138
H -0.301 -2.459 1.497
```

These are the natural (NBO) partial charges, in e, on atoms 1 to 8:
1 Cl 0.1638
2 N -0.3401
3 N -0.5313
4 C -0.4961
5 C -0.4238
6 C 0.3456
7 H 0.2550
8 H 0.2431


2) # C3H8ClN2

An isolated ion of composition C3H8ClN2 and charge +1 (ωB97M-V/def2-TZVPD, the Open Molecules 2025 dataset).

The value obtained for the molecular weight is 107.564 g mol⁻¹. The SMILES is C/[NH+]=C(\N)CCl. Its orbital gap is 11.79 eV. The calculation puts the highest occupied orbital energy at -15.231 eV. Its total charge is +1.

Structure (XYZ):
```
14
C3H8ClN2, DFT ωB97M-V/def2-TZVPD
Cl 2.488 0.595 -1.583
N -0.781 -1.309 0.064
N -0.040 0.867 0.203
C 0.007 -0.335 -0.270
C 1.451 -0.819 -1.349
C -1.063 1.302 1.053
H -0.918 2.341 1.181
H 0.883 1.368 0.153
H -2.061 0.904 0.831
H -1.116 0.854 2.139
H 1.065 -0.902 -2.376
H -0.649 -2.305 -0.056
H 2.119 -1.478 -0.784
H -1.385 -1.083 0.797
```

These are the natural (NBO) partial charges, in e, on atoms 1 to 8:
1 Cl 0.0027
2 N -0.7363
3 N -0.5399
4 C 0.5790
5 C -0.4062
6 C -0.4601
7 H 0.2562
8 H 0.4588


The most stable of them is 2).


1) # C44H65F4N2O4PS2SeTa

C44H65F4N2O4PS2SeTa as an isolated structure (ωB97M-V/def2-TZVPD, the Open Molecules 2025 dataset).

The value obtained for the molecular weight is 1117.022 g mol⁻¹. The spin multiplicity is 2. Its orbital gap (alpha / beta) is 6.76 / 8.00 eV. The calculation puts the highest occupied orbital energy (alpha / beta) at -6.541 / -7.618 eV. As for the expectation value of S²: 0.75.

Structure (XYZ):
```
124
C44H65F4N2O4PS2SeTa, DFT ωB97M-V/def2-TZVPD
Ta 0.326 -0.196 0.190
Se 1.653 2.497 0.686
S -0.360 -2.082 -1.345
S 1.085 -3.020 1.640
P 0.273 -3.559 -0.055
F -1.736 -1.407 1.287
F -6.288 1.446 1.047
F -4.261 2.329 -0.261
F -3.866 -2.250 2.629
O 0.232 0.336 2.028
O 1.293 -4.474 -0.856
O 2.131 -0.307 -0.240
O -0.941 -4.597 0.074
N -1.669 0.780 -0.246
N -0.083 0.939 -2.790
C 0.969 0.953 2.966
C 5.652 0.650 -0.711
C 1.339 1.001 -3.130
C 1.009 0.632 4.338
C 1.866 -0.326 -3.657
C -0.457 0.188 6.324
C 0.164 -0.430 5.059
C -2.205 -4.272 0.666
C 1.772 2.023 2.539
C 3.312 0.347 -0.297
C 5.434 -1.619 -2.579
C 1.899 1.350 5.134
C 3.617 3.121 5.691
C 1.077 -1.600 5.458
C 7.479 2.813 -1.811
C -2.824 0.480 0.407
C 4.389 4.262 5.024
C -4.067 1.169 0.406
C 0.936 -5.131 -2.084
C -2.875 -0.674 1.215
C 5.815 -2.276 -0.188
C 5.644 1.986 -0.336
C -0.496 2.110 -2.028
C -3.967 -1.121 1.912
C -1.751 1.891 -1.206
C 4.425 2.506 0.068
C 6.928 2.807 -0.377
C -5.166 0.716 1.112
C 2.604 2.750 3.368
C 4.820 -1.637 -1.170
C 2.775 3.707 6.833
C -5.161 -0.431 1.878
C -3.057 -5.522 0.668
C -1.799 -0.448 -4.010
C 2.703 2.401 4.705
C 6.695 4.258 0.051
C 3.303 1.699 0.087
C -0.927 0.798 -3.995
C 3.591 -2.536 -1.222
C 7.958 2.180 0.573
C 4.634 2.120 6.259
C 1.089 -6.627 -1.903
C -0.998 -0.980 4.229
C 4.544 -0.197 -0.714
H 3.142 -2.643 -0.240
H 2.935 -0.244 -3.859
H 0.372 -6.988 -1.166
H -2.044 -3.908 1.681
H 1.368 -0.620 -4.582
H -3.207 -5.883 -0.350
H -0.643 -1.512 3.355
H 0.318 2.408 -1.377
H 1.920 -1.265 6.065
H 5.224 1.680 5.453
H -0.701 2.967 -2.690
H 3.170 3.565 2.938
H -2.438 -0.449 -4.896
H -1.189 -1.350 -4.020
H -4.026 -5.293 1.110
H 7.569 2.155 1.593
H 5.987 4.757 -0.614
H -1.667 -0.177 3.918
H 8.371 3.440 -1.866
H 4.735 -1.180 -3.294
H 1.701 -1.107 -2.914
H -1.570 -1.682 4.841
H 2.095 -6.852 -1.551
H 2.843 -2.159 -1.920
H 0.286 0.480 7.067
H 0.509 -2.332 6.037
H 1.954 1.074 6.179
H 6.020 -3.304 -0.492
H 5.041 3.884 4.233
H 3.715 5.010 4.603
H -1.577 1.675 -4.079
H 5.647 -2.642 -2.894
H -2.428 -0.477 -3.120
H 6.592 0.220 -1.032
H 7.748 1.810 -2.142
H -6.036 -0.761 2.417
H -2.582 1.713 -1.896
H -1.052 1.067 6.069
H 8.202 1.158 0.278
H 6.732 3.211 -2.501
H 0.921 -7.140 -2.850
H -1.118 -0.545 6.791
H 5.315 2.626 6.949
H -0.086 -4.870 -2.363
H 8.881 2.763 0.570
H -2.680 -3.482 0.078
H 5.395 -2.298 0.820
H 5.017 4.756 5.768
H 4.309 3.536 0.374
H 2.026 4.398 6.442
H 1.613 -4.756 -2.854
H 1.535 1.800 -3.864
H 7.638 4.805 0.008
H -2.578 -6.310 1.249
H 6.367 -1.055 -2.626
H 4.143 1.312 6.802
H -1.943 2.834 -0.688
H -0.291 0.804 -4.885
H 1.891 1.250 -2.220
H 3.889 -3.532 -1.556
H 1.468 -2.098 4.568
H 6.320 4.319 1.075
H 3.415 4.251 7.531
H 2.256 2.927 7.391
H 6.763 -1.737 -0.154
```

These are the Mulliken partial charges, in e, on atoms 1 to 8:
1 Ta -0.5854
2 Se 0.2644
3 S -0.4010
4 S -0.5374
5 P 0.4168
6 F 1.1523
7 F -0.3315
8 F -0.3549


2) # C44H65F4N2O4PS2SeTa

C44H65F4N2O4PS2SeTa as an isolated structure (ωB97M-V/def2-TZVPD, the Open Molecules 2025 dataset).

The value obtained for the molecular weight is 1117.022 g mol⁻¹. The spin multiplicity is 2. Its orbital gap (alpha / beta) is 7.23 / 8.44 eV. The calculation puts the highest occupied orbital energy (alpha / beta) at -7.085 / -8.090 eV. As for the expectation value of S²: 0.75.

Structure (XYZ):
```
124
C44H65F4N2O4PS2SeTa, DFT ωB97M-V/def2-TZVPD
Ta -0.197 -0.118 -0.101
Se -0.300 1.788 -2.024
S 0.857 0.775 3.546
S 1.951 1.145 0.284
P 2.043 1.613 2.289
F 0.444 -2.979 3.914
F -4.590 -1.810 2.278
F -2.529 -1.191 0.710
F -1.583 -3.558 5.446
O -1.203 -1.005 -1.612
O 3.594 1.391 2.577
O -1.304 1.364 0.734
O 1.947 3.205 2.329
N 1.518 -1.836 -0.972
N 0.020 -1.719 1.256
C -3.298 -0.597 -4.581
C -3.671 7.090 -0.802
C -3.156 4.655 -1.088
C 0.750 3.855 1.845
C -2.244 2.831 3.245
C -3.179 0.367 -7.498
C -1.504 0.791 -3.131
C -4.537 3.657 2.784
C 5.200 2.749 3.748
C -1.602 2.842 -1.102
C -2.952 0.680 -5.031
C -2.957 3.130 0.857
C -4.595 -2.968 -3.826
C -3.145 2.676 -6.572
C -2.288 -1.786 1.898
C -2.250 -3.689 -3.473
C -3.848 5.867 -1.711
C -2.788 -1.220 -3.446
C -1.849 -2.978 4.266
C -1.951 2.415 0.173
C 4.139 1.684 3.890
C 1.832 -1.007 -3.327
C 0.843 5.319 2.187
C -3.154 -2.705 3.926
C -3.966 1.310 2.257
C -5.344 5.565 -1.873
C -3.297 -2.633 -3.080
C -3.588 1.239 -6.303
C 2.469 -1.335 -1.989
C 1.311 -2.402 1.430
C -1.821 -0.496 -2.709
C -3.270 6.204 -3.085
C -3.352 -2.096 2.706
C 1.644 -4.229 -1.821
C -0.956 -2.058 2.202
C -3.594 -2.758 -1.583
C -3.518 4.216 0.190
C -2.030 1.377 -4.273
C 2.252 -2.123 0.270
C -2.165 3.939 -1.733
C -5.119 1.228 -6.166
C -3.425 2.744 2.268
C 0.783 -3.031 -1.442
C -0.776 -2.674 3.443
H 1.807 -2.077 2.342
H -2.204 6.440 -3.027
H -1.866 -3.510 -4.481
H -5.818 5.356 -0.911
H 0.863 5.465 3.268
H -3.618 0.756 -8.421
H 0.988 -5.029 -2.170
H -4.154 7.965 -1.247
H -4.316 -2.003 -1.257
H 2.216 -4.620 -0.979
H -2.584 2.610 4.261
H -3.644 3.049 -7.469
H -5.433 3.611 2.159
H -4.285 1.021 3.264
H -4.816 3.324 3.786
H -5.858 6.419 -2.324
H -4.824 1.220 1.585
H 0.682 3.699 0.768
H -0.024 5.844 1.780
H -1.821 4.210 -2.723
H -2.697 -4.688 -3.450
H 4.763 3.667 3.355
H -5.493 4.694 -2.518
H 2.341 -4.000 -2.631
H -3.518 -0.665 -7.372
H -4.113 6.928 0.184
H 5.645 2.960 4.723
H -5.434 1.817 -5.300
H 2.931 -0.442 -1.574
H -0.119 3.393 2.313
H -4.439 -3.099 -4.900
H -3.785 7.077 -3.493
H -5.509 0.215 -6.042
H -5.360 -2.202 -3.675
H 3.340 2.000 4.560
H -3.977 -2.949 4.584
H 2.597 -0.623 -4.002
H -2.092 0.353 -7.612
H -5.581 1.657 -7.060
H -4.298 4.766 0.701
H -4.027 -1.143 -5.164
H 1.059 -0.247 -3.226
H -2.611 7.317 -0.663
H -3.405 5.380 -3.791
H 4.548 0.751 4.271
H -4.020 -3.746 -1.380
H -4.214 4.699 2.862
H -3.410 3.339 -5.742
H 1.130 -3.477 1.524
H -1.718 2.379 -4.537
H -3.198 0.616 1.929
H 0.192 -2.718 -2.292
H -2.695 -2.646 -0.988
H -1.459 2.116 2.991
H 2.868 -1.259 0.488
H 5.988 2.420 3.069
H 3.273 -2.066 -2.133
H 1.380 -1.878 -3.804
H -2.066 2.743 -6.738
H -1.816 3.839 3.244
H 0.075 -3.307 -0.662
H -4.982 -3.913 -3.439
H 1.747 5.756 1.760
H -1.417 -3.683 -2.775
H 2.933 -2.971 0.147
```

These are the Mulliken partial charges, in e, on atoms 1 to 8:
1 Ta -0.5797
2 Se 0.4985
3 S -0.3832
4 S -0.7016
5 P 0.8080
6 F -0.3573
7 F -0.3438
8 F 0.1952


The most stable of them is 2).


1) # C7H9NO3S

C7H9NO3S as an isolated structure (ωB97M-V/def2-TZVPD, the Open Molecules 2025 dataset).

The value obtained for the molecular weight is 187.220 g mol⁻¹. Its orbital gap is 9.13 eV. The calculation puts the highest occupied orbital energy at -8.882 eV.

Structure (XYZ):
```
21
C7H9NO3S, DFT ωB97M-V/def2-TZVPD
S -1.807 1.054 -0.122
O -1.493 2.355 0.309
O -2.868 0.933 -1.055
O 1.800 -0.641 -0.025
N -1.874 -1.994 -0.334
C 0.989 0.400 -0.270
C -0.894 -1.099 0.268
C 1.758 1.553 -0.321
C 3.102 1.162 -0.072
C -0.412 0.087 -0.569
C 3.039 -0.202 0.131
C -1.816 -0.203 1.265
H 1.467 2.526 -0.579
H -0.707 -0.465 -1.987
H 3.757 -1.052 0.360
H -1.121 0.270 2.060
H -2.460 -1.615 -0.975
H -0.061 -1.516 0.818
H 3.892 1.993 0.080
H -1.598 -2.897 -0.691
H -2.692 -0.649 1.707
```

These are the natural (NBO) partial charges, in e, on atoms 1 to 8:
1 S 2.2105
2 O -0.9331
3 O -0.9288
4 O -0.4021
5 N -0.8538
6 C 0.1958
7 C -0.0789
8 C -0.2443


2) # C7H9NO3S

One molecule with the formula C7H9NO3S (ωB97M-V/def2-TZVPD, the Open Molecules 2025 dataset).

The value obtained for the molecular weight is 187.220 g mol⁻¹. The SMILES is C[C@@](N)(Sc1ccco1)C(=O)O. Its orbital gap is 8.21 eV. The calculation puts the highest occupied orbital energy at -7.917 eV.

Structure (XYZ):
```
21
C7H9NO3S, DFT ωB97M-V/def2-TZVPD
S 0.047 0.687 -1.398
O 0.136 -2.701 -1.854
O -1.429 -1.511 -2.954
O 0.023 1.646 1.070
N -2.278 -0.754 -0.334
C -0.999 -1.076 -0.633
C -0.159 -1.506 0.583
C 0.839 2.145 2.012
C 2.150 2.155 1.586
C 2.145 1.628 0.269
C 0.821 1.264 0.004
C -0.700 -1.841 -1.888
H 0.450 2.313 2.946
H -3.098 -0.771 -1.052
H 3.048 1.566 -0.295
H -2.465 -0.397 0.492
H 3.076 2.444 2.000
H 0.914 -1.414 0.329
H -0.493 -0.747 1.367
H -1.678 -0.618 -2.894
H -0.352 -2.511 0.645
```

These are the natural (NBO) partial charges, in e, on atoms 1 to 8:
1 S 0.0024
2 O -0.5458
3 O -0.6640
4 O -0.4268
5 N -0.8006
6 C 0.1446
7 C -0.6408
8 C 0.0971


The most stable of them is 2).